[1]
Here is a molecular structure, InO4P at a distorted geometry from OMol25. Energies are from ωB97M-V/def2-TZVPD.

```
6
Properties=species:S:1:pos:R:3:forces:R:3
In -15.196 -10.424 0.846 -1.0 0.5 -1.1
P -17.173 -9.019 -1.769 -0.5 1.2 1.1
O -17.520 -9.991 -0.635 -0.3 -0.1 0.7
O -15.656 -8.836 -1.604 0.5 0.5 -0.2
O -17.909 -7.648 -1.664 1.3 -2.4 -0.2
O -17.287 -9.808 -3.061 0.0 0.2 -0.2
```
Positions in Å, forces in eV/Å.

As for the energy above the lowest of the compared OMol25 structures with the same formula, charge and spin: 72.78 kJ/mol. The net charge is 0. The molar mass comes out at 209.788 u. The value obtained for the frontier orbital gap is 5.909 eV. The calculation puts the highest occupied orbital energy at -10.34 eV.



[2]
Here is a molecular structure, KO8S2 at a distorted geometry from OMol25. Energies are from ωB97M-V/def2-TZVPD.

```
11
Properties=species:S:1:pos:R:3:forces:R:3
K -0.847 1.858 -1.637 1.0 -1.5 1.5
S 2.004 1.126 0.256 0.1 -1.7 -0.6
O 1.299 0.439 1.337 0.2 0.5 0.3
O 3.472 1.152 0.538 0.1 0.8 0.1
O 1.802 0.395 -1.038 -0.1 0.5 -0.4
O 1.431 2.504 0.049 -0.2 1.0 -0.1
S -1.829 -1.515 0.102 0.4 0.7 0.1
O -3.178 -1.976 -0.378 -0.5 0.2 0.5
O -1.827 -0.036 0.423 -0.8 0.3 -1.1
O -1.431 -2.166 1.374 -0.4 -0.8 -0.4
O -0.897 -1.781 -1.023 0.1 0.0 0.1
```
Positions in Å, forces in eV/Å.

As for the energy above the lowest of the compared OMol25 structures with the same formula, charge and spin: 154.04 kJ/mol. The net charge is -3. The molar mass comes out at 231.224 u. The value obtained for the frontier orbital gap is 2.325 eV. The calculation puts the highest occupied orbital energy at 3.15 eV.



[3]
Here is N2O2 in the gas phase at a distorted geometry from OMol25. Energies are from ωB97M-V/def2-TZVPD.

```
4
Properties=species:S:1:pos:R:3:forces:R:3
N -1.483 0.283 0.022 1.0 -0.3 -0.2
N -0.474 -0.180 -0.042 -0.9 -0.4 0.3
O 0.742 -0.620 0.017 -2.0 -1.2 -0.1
O 1.496 0.512 -0.004 1.9 1.9 0.0
```
Positions in Å, forces in eV/Å.

As for the energy above the lowest of the compared OMol25 structures with the same formula, charge and spin: 317.36 kJ/mol. The net charge is 0. The molar mass comes out at 60.012 u. The value obtained for the frontier orbital gap (alpha / beta) is 8.704 / 8.704 eV. The calculation puts the highest occupied orbital energy (alpha / beta) at -9.34 / -9.34 eV.



[4]
Here is N2O3S in the gas phase at a distorted geometry from OMol25. Energies are from ωB97M-V/def2-TZVPD.

```
6
Properties=species:S:1:pos:R:3:forces:R:3
N 0.354 1.167 -1.720 2.5 0.9 -0.9
N -0.283 0.563 -1.037 -4.6 -1.0 -1.2
O 1.066 -1.118 0.209 4.8 -3.9 0.7
O -1.256 -1.138 0.809 0.2 0.1 1.2
O 0.156 0.914 1.143 0.4 0.7 4.1
S -0.037 -0.388 0.597 -3.4 3.2 -3.9
```
Positions in Å, forces in eV/Å.

As for the energy above the lowest of the compared OMol25 structures with the same formula, charge and spin: 47.46 kJ/mol. The multiplicity is 3. The net charge is 0. The molar mass comes out at 108.078 u. The value obtained for the frontier orbital gap (alpha / beta) is 7.326 / 7.508 eV. The calculation puts the highest occupied orbital energy (alpha / beta) at -7.18 / -13.55 eV.



[5]
Here is N2O4 in the gas phase at a distorted geometry from OMol25. Energies are from ωB97M-V/def2-TZVPD.

```
6
Properties=species:S:1:pos:R:3:forces:R:3
N 0.661 -0.573 -0.715 -1.9 0.4 -1.4
N -0.571 0.652 1.219 -0.7 0.8 0.7
O -0.600 0.279 -0.206 0.3 0.0 -0.5
O 0.614 -0.725 -1.898 -0.4 0.7 1.3
O -1.473 1.354 1.513 1.8 -1.7 -1.6
O 1.381 -0.976 0.094 0.9 -0.2 1.5
```
Positions in Å, forces in eV/Å.

As for the energy above the lowest of the compared OMol25 structures with the same formula, charge and spin: 45.97 kJ/mol. The net charge is 0. The molar mass comes out at 92.010 u. Its SMILES is O=NO[N+](=O)[O-]. The value obtained for the frontier orbital gap is 10.391 eV. The calculation puts the highest occupied orbital energy at -11.30 eV.



[6]
Here is a molecular structure, N2O6Rb2 at a distorted geometry from OMol25. Energies are from ωB97M-V/def2-TZVPD.

```
10
Properties=species:S:1:pos:R:3:forces:R:3
Rb 9.070 -13.984 -13.557 0.7 -0.4 -0.1
Rb 14.426 -15.867 -16.601 -0.2 -0.9 0.6
N 11.958 -15.748 -14.102 -2.0 -2.7 -0.4
O 12.605 -16.739 -14.445 1.1 0.9 -0.1
O 11.385 -15.068 -15.018 0.3 1.2 0.3
O 11.618 -15.622 -12.911 0.0 1.3 0.1
N 15.301 -19.792 -15.512 0.1 -1.7 1.8
O 14.311 -19.035 -15.252 0.6 0.1 -1.2
O 16.456 -19.462 -15.189 0.1 1.3 -0.5
O 15.141 -20.976 -15.885 -0.8 0.9 -0.6
```
Positions in Å, forces in eV/Å.

As for the energy above the lowest of the compared OMol25 structures with the same formula, charge and spin: 0.00 kJ/mol. The net charge is 0. The molar mass comes out at 294.944 u. The value obtained for the frontier orbital gap is 4.997 eV. The calculation puts the highest occupied orbital energy at -6.49 eV.



[7]
Here is 2 unconnected molecules or ions with the total composition N3O3 at a distorted geometry from OMol25. Energies are from ωB97M-V/def2-TZVPD.

```
6
Properties=species:S:1:pos:R:3:forces:R:3
N 0.079 0.975 2.210 0.2 -0.4 -0.2
N 0.533 0.044 1.854 0.3 0.7 1.1
N -0.172 -0.226 -1.015 0.5 -1.3 -0.1
O -0.769 -0.368 -2.081 -0.9 0.2 -1.0
O -0.568 -0.801 0.008 -1.2 -0.5 0.3
O 0.897 0.375 -0.976 1.2 1.3 0.0
```
Positions in Å, forces in eV/Å.

As for the energy above the lowest of the compared OMol25 structures with the same formula, charge and spin: 0.00 kJ/mol. The net charge is -1. The molar mass comes out at 90.018 u. The value obtained for the frontier orbital gap is 9.194 eV. The calculation puts the highest occupied orbital energy at -4.04 eV.



[8]
Here is 2 unconnected molecules or ions with the total composition N3O3 at a distorted geometry from OMol25. Energies are from ωB97M-V/def2-TZVPD.

```
6
Properties=species:S:1:pos:R:3:forces:R:3
N -1.746 0.392 -0.993 -0.9 -0.3 0.3
N 1.814 -0.115 -0.553 -0.8 0.1 -0.8
N -1.902 0.007 0.050 1.7 1.4 -3.3
O -1.851 -0.354 1.139 -0.7 -1.1 2.9
O 0.924 -0.078 0.323 -0.1 0.0 0.4
O 2.975 -0.212 -0.168 0.9 -0.1 0.4
```
Positions in Å, forces in eV/Å.

As for the energy above the lowest of the compared OMol25 structures with the same formula, charge and spin: 185.87 kJ/mol. The net charge is -1. The molar mass comes out at 90.018 u. The value obtained for the frontier orbital gap is 6.920 eV. The calculation puts the highest occupied orbital energy at -2.75 eV.



[9]
Here is 2 unconnected molecules or ions with the total composition N3O7S at a distorted geometry from OMol25. Energies are from ωB97M-V/def2-TZVPD.

```
11
Properties=species:S:1:pos:R:3:forces:R:3
N -1.507 1.785 0.993 1.4 -3.1 -2.1
N -1.169 0.929 0.355 -3.6 0.0 1.2
N -0.608 -1.834 -0.370 -0.9 0.1 0.6
O 2.629 -0.159 -0.461 -1.3 -0.4 0.1
O -1.562 2.760 1.616 -0.8 3.4 2.2
O -0.411 -2.710 0.421 0.4 -0.5 0.2
O -1.665 -1.403 -0.713 -1.2 -0.3 -0.5
O 0.891 -0.349 1.293 0.4 0.2 -0.7
O 0.437 -1.252 -0.972 1.7 0.1 -0.8
O 0.621 1.229 -0.590 2.6 -1.1 -0.5
S 1.239 0.001 -0.069 1.3 1.5 0.3
```
Positions in Å, forces in eV/Å.

As for the energy above the lowest of the compared OMol25 structures with the same formula, charge and spin: 49.98 kJ/mol. The net charge is -1. The molar mass comes out at 186.081 u. The value obtained for the frontier orbital gap is 9.681 eV. The calculation puts the highest occupied orbital energy at -5.91 eV.



[10]
Here is a molecular structure, NO15S3Sr2 at a distorted geometry from OMol25. Energies are from ωB97M-V/def2-TZVPD.

```
21
Properties=species:S:1:pos:R:3:forces:R:3
Sr 1.765 -18.254 7.722 0.2 0.0 0.4
Sr 8.441 -19.677 13.429 -0.4 0.3 -0.2
N 6.999 -15.427 10.125 -5.3 -0.4 -1.0
O 6.061 -16.298 9.994 0.0 -0.3 -0.1
O 8.079 -15.832 10.396 4.3 -0.5 1.0
O 6.665 -14.253 9.971 1.0 0.8 0.0
S 5.482 -8.672 15.889 -3.2 1.0 2.9
O 5.709 -9.697 14.894 -0.1 -1.8 -1.0
O 4.024 -8.169 15.870 3.0 -0.6 -0.5
O 5.771 -9.100 17.279 0.0 0.0 -1.1
O 6.455 -7.678 15.434 0.3 1.5 -0.2
S 2.088 -21.236 13.640 -1.2 2.5 0.4
O 3.489 -21.080 13.857 3.1 0.5 1.0
O 1.321 -20.689 14.786 0.1 -0.3 -0.3
O 1.703 -20.452 12.452 -0.7 1.1 -1.0
O 1.798 -22.583 13.326 -1.2 -3.8 -0.3
S 6.556 -6.622 8.071 0.0 1.4 -3.6
O 7.243 -7.668 8.797 1.1 -0.2 1.2
O 7.348 -5.439 7.610 -0.7 -1.8 1.4
O 6.136 -7.430 6.850 0.2 0.2 -0.1
O 5.266 -6.247 8.620 -0.6 0.5 1.0
```
Positions in Å, forces in eV/Å.

The net charge is -3. The molar mass comes out at 525.433 u. The value obtained for the frontier orbital gap is 1.074 eV. The calculation puts the highest occupied orbital energy at -0.58 eV.



[11]
Here is a molecular structure, NO3Rb3 at a distorted geometry from OMol25. Energies are from ωB97M-V/def2-TZVPD.

```
7
Properties=species:S:1:pos:R:3:forces:R:3
Rb -1.670 -0.081 -1.811 -6.1 1.0 -7.8
Rb 0.141 1.467 2.036 -4.1 10.1 12.5
Rb 1.974 -1.166 -0.634 10.1 -3.4 -2.4
N -0.143 -0.078 0.078 4.0 0.4 3.0
O -1.081 0.611 0.231 -4.1 2.1 1.3
O -0.121 -1.055 -0.628 -3.3 -3.0 1.7
O 0.900 0.302 0.728 3.5 -7.1 -8.4
```
Positions in Å, forces in eV/Å.

As for the energy above the lowest of the compared OMol25 structures with the same formula, charge and spin: 855.95 kJ/mol. The net charge is +2. The molar mass comes out at 318.408 u. The value obtained for the frontier orbital gap is 10.766 eV. The calculation puts the highest occupied orbital energy at -18.99 eV.



[12]
Here is a gas-phase ion, NO4S2 (charge -1) at a distorted geometry from OMol25. Energies are from ωB97M-V/def2-TZVPD.

```
7
Properties=species:S:1:pos:R:3:forces:R:3
N 1.116 0.340 0.089 -0.1 -0.2 -1.2
O -0.717 -1.200 1.169 0.0 3.3 -3.5
O 1.400 1.098 -0.827 0.5 -0.3 1.0
O 1.851 -0.185 0.898 -0.5 0.8 -0.7
O -1.497 1.055 0.317 0.7 0.8 0.1
S -1.379 -0.958 -1.666 1.0 0.4 0.2
S -0.774 -0.150 0.020 -1.6 -4.8 4.2
```
Positions in Å, forces in eV/Å.

As for the energy above the lowest of the compared OMol25 structures with the same formula, charge and spin: 230.87 kJ/mol. The net charge is -1. The molar mass comes out at 142.137 u. Its SMILES is O=[N+]([O-])S(=O)(=O)[S-]. The value obtained for the frontier orbital gap is 8.353 eV. The calculation puts the highest occupied orbital energy at -4.91 eV.



| no. | E_tot (eV) |
| --- | --- |
| 1 | -22649.4700 |
| 2 | -54371.4182 |
| 3 | -7067.5719 |
| 4 | -19951.5308 |
| 5 | -11162.9063 |
| 6 | -16569.0026 |
| 7 | -10611.5325 |
| 8 | -10609.6061 |
| 9 | -29633.4190 |
| 10 | -66361.0747 |
| 11 | -9574.5891 |
| 12 | -31349.0625 |